Arrangement a

The following is a quantum chemistry calculation of C2H3NO2 in the gas phase, from the OMol25 dataset.

Last column: Mulliken charge in e.
Geometry (Å):
H  1.0960  -1.3301  2.1506  0.26
N  0.4670  -1.4238  1.2481  -0.54
C  0.2775  -0.3991  0.5842  0.13
O  -0.4418  -0.5396  -0.5307  -0.37
C  -0.5898  0.7542  -1.2986  0.15
O  -0.4115  1.8009  -0.8014  -0.39
H  0.3859  0.6310  0.8971  0.33
H  -0.7832  0.5065  -2.2493  0.43

The net charge is 0. As for the frontier orbital gap: 0.40053 hartree. Its SMILES is [H]/N=C/OC=O.

=====

Arrangement b

The following is a quantum chemistry calculation of C2H3NO2 in the gas phase, from the OMol25 dataset.

Last column: Mulliken charge in e.
Geometry (Å):
C  1.0879  0.3439  -0.0127  -0.42
N  -0.2308  0.5224  -0.0047  0.42
O  -0.9002  1.5958  0.1232  -0.60
C  -0.9447  -0.5909  0.0566  0.00
O  -0.2466  -1.9321  -0.2468  -0.46
H  1.6266  1.2131  0.1841  0.31
H  1.5879  -0.5841  -0.0617  0.33
H  -1.9802  -0.5682  -0.0380  0.42

The net charge is 0. As for the frontier orbital gap (spin up / spin down): 0.30717 / 0.28790 hartree. Its SMILES is C=[N+]([O-])C=O.

=====

Arrangement c

The following is a quantum chemistry calculation of C2H3NO2 in the gas phase, from the OMol25 dataset.

Last column: Mulliken charge in e.
Geometry (Å):
O  2.2095  -0.3657  -0.0831  -0.65
N  1.0351  -0.1952  -0.0286  0.75
C  -0.0863  -0.8332  -0.1245  -0.39
C  -0.8480  0.5222  -0.1076  -0.21
O  0.5118  1.1630  -0.0832  -0.35
H  -0.0876  -1.8146  0.2288  0.35
H  -1.5900  0.9772  -0.7318  0.33
H  -1.1446  0.5462  0.9300  0.16

The net charge is 0. As for the frontier orbital gap: 0.37473 hartree. Its SMILES is [O-][N+]1=CCO1.

=====

The structure with the greatest stability is arrangement a.

=====

Arrangement a

The following is a quantum chemistry calculation of 2 unconnected molecules or ions with the total composition C2H3NO2, from the OMol25 dataset.

Last column: Mulliken charge in e.
Geometry (Å):
C  -0.2053  1.0802  0.0204  -0.67
C  -0.6589  1.0024  -1.2653  0.56
O  -1.3237  0.7930  -2.2289  -0.41
H  -0.8421  1.9943  0.3449  0.27
H  0.3903  0.3403  0.1442  0.35
N  1.0839  -1.7000  0.7138  -0.11
O  0.0103  -1.1665  0.8390  -0.22
H  1.5455  -2.3436  1.4319  0.23

The net charge is 0. As for the frontier orbital gap (spin up / spin down): 0.29041 / 0.29008 hartree. Its SMILES is C=C=O.N=O.

=====

Arrangement b

The following is a quantum chemistry calculation of 3 unconnected molecules or ions with the total composition C2H3NO2, from the OMol25 dataset.

Last column: Mulliken charge in e.
Geometry (Å):
C  -0.7406  0.9033  0.0251  -0.38
C  -0.1556  -1.4874  -0.8450  0.01
N  -0.5751  -0.3046  -0.3846  0.10
O  1.9602  -0.7751  0.5952  -0.49
O  -0.8527  -1.4144  0.3154  -0.18
H  -1.3234  1.0446  0.9091  0.26
H  -0.4309  1.6525  -0.5451  0.38
H  2.1181  0.3812  -0.0702  0.30

The net charge is 0. As for the frontier orbital gap (spin up / spin down): 0.37718 / 0.23574 hartree.

=====

The structure with the greatest stability is arrangement a.